A | 23
Properties=species:S:1:pos:R:3 method="wB97M-V/def2-TZVPD" spin_multiplicity=1 e_homo_ev=-9.09 smiles=Cc1ccccc1.CC
C 2.2451 0.7135 -0.8546
C -0.8846 -2.1533 -1.6114
C 0.4396 -2.4036 -1.9825
C -1.2139 -0.8803 -1.1906
C 1.4666 -1.5226 -1.7075
C -0.1726 0.0359 -1.0017
C 1.1525 -0.2500 -1.2423
H -1.5999 -2.9347 -1.8276
H 0.6030 -3.3577 -2.4698
H -2.1991 -0.6640 -0.8130
H 2.4748 -1.8601 -1.9250
H -0.4899 1.0419 -0.7607
H 1.9573 1.7173 -1.1465
H 3.2055 0.3949 -1.2763
H 2.4941 0.6792 0.2179
C -1.5439 2.0507 2.1044
C -0.8692 0.8708 2.8045
H -1.0323 2.1810 1.1534
H -2.5704 1.7669 1.8806
H -1.4826 2.9402 2.7166
H 0.1040 1.1117 3.2634
H -0.6028 0.0944 2.0752
H -1.4811 0.4279 3.5935


B | 23
Properties=species:S:1:pos:R:3 method="wB97M-V/def2-TZVPD" spin_multiplicity=1 e_homo_ev=-8.97 smiles=Cc1ccccc1.CC
C -2.1453 -0.6919 0.4872
C -2.7657 -2.0694 0.2627
H -1.0577 -0.5975 0.5770
H -2.3197 0.0781 -0.2739
H -2.4970 -0.1920 1.3960
H -1.9470 -2.7640 0.1485
H -3.4302 -2.3336 1.0712
H -3.3139 -2.0940 -0.6776
C 0.7245 0.8741 -2.3074
C 1.2329 1.6584 1.3773
C 1.0142 1.8671 0.0107
C 1.5030 0.3742 1.8163
C 1.2225 0.8327 -0.8973
C 2.0942 -0.4956 0.9079
C 1.9782 -0.2452 -0.4514
H 0.9621 2.5023 1.9991
H 0.6095 2.8033 -0.3570
H 1.4807 0.2244 2.8887
H 2.5278 -1.4130 1.2820
H -0.3563 0.9946 -2.4011
H 1.0268 -0.0202 -2.8529
H 2.3385 -0.9957 -1.1293
H 1.1179 1.7028 -2.8766


A is favored, and the nearest alternative lies 0.0127 hartree above it.